(1)
23
Properties=species:S:1:pos:R:3 method="wB97M-V/def2-TZVPD" spin_multiplicity=1 smiles="C=CC[C@@H]1COCC[NH2+]1" homo_ha=-0.488 charge=+1
C -1.83428 -0.43191 -2.88688
C -1.04987 -0.05395 -1.88455
C -0.93758 -0.81956 -0.58548
C 0.46965 -0.85512 0.01893
C 0.41164 -1.15413 1.52145
O -0.08730 -0.07142 2.27290
C 0.64778 1.12123 2.10463
C 0.58934 1.56205 0.65462
N 1.20632 0.45410 -0.14527
H -2.67625 -1.09032 -2.70314
H -1.64969 -0.12517 -3.90716
H -0.50206 0.88113 -2.00262
H -1.65228 -0.50038 0.17842
H -1.17613 -1.85722 -0.81202
H 1.07964 -1.62143 -0.45811
H 1.37745 -1.51074 1.90205
H -0.30291 -1.96434 1.65638
H 1.69090 0.97817 2.42181
H 0.18090 1.86979 2.73859
H -0.43679 1.71480 0.33206
H 1.17272 2.46538 0.48874
H 1.32764 0.69114 -1.13120
H 2.15117 0.31791 0.22586

=====

(2)
23
Properties=species:S:1:pos:R:3 method="wB97M-V/def2-TZVPD" spin_multiplicity=1 smiles="C[NH+](C)[C@@]1(C)CC=CO1" homo_ha=-0.474 charge=+1
C -2.33860 -0.18057 -0.89308
C -2.37064 -0.36532 0.39232
C -1.03507 0.34636 -1.30481
C -0.23409 0.47013 0.23829
C 0.10971 1.82993 0.70826
C 0.79951 -1.82835 0.73812
C 1.97462 -0.01573 -0.70523
N 1.01143 -0.36712 0.41566
O -1.16097 -0.20311 1.03095
H -3.14122 -0.32944 -1.63059
H -3.07882 -0.64760 1.12427
H -0.65613 -0.38523 -2.01495
H -1.03107 1.34001 -1.59728
H -0.78466 2.42765 0.79243
H 0.75131 2.49884 0.13017
H 0.53336 1.87822 1.66866
H 0.12287 -2.39445 -0.01883
H 1.79225 -2.23114 0.61582
H 0.53169 -1.77107 1.73496
H 2.63153 -0.89079 -0.72573
H 1.39704 0.00635 -1.58859
H 2.68445 0.86287 -0.43306
H 1.49149 -0.05045 1.32223

=====

Stability, highest: (1)

=====

(1)
16
Properties=species:S:1:pos:R:3 method="wB97M-V/def2-TZVPD" spin_multiplicity=1 smiles="C=C1N[C@]1(N)OC(N)=O" homo_ha=-0.293 charge=0
N -0.98613 1.10137 0.75712
C -0.46150 -0.18161 1.05271
C 1.49671 0.21759 -0.05584
C -0.69129 0.51001 -0.52098
N -1.26912 -1.03361 1.72646
N 2.07090 -0.73587 -0.86824
C -1.24798 0.71637 -1.70234
O 0.84678 -0.49691 1.11718
O 1.89015 1.34696 0.08722
H -0.37027 1.86930 1.01533
H -2.19991 -0.71229 1.93935
H -1.09333 -2.02378 1.66587
H 2.99388 -0.49366 -1.19234
H 1.95948 -1.69886 -0.60037
H -0.98215 0.09423 -2.54625
H -1.95623 1.52076 -1.87488

=====

(2)
16
Properties=species:S:1:pos:R:3 method="wB97M-V/def2-TZVPD" spin_multiplicity=1 homo_ha=-0.322 charge=0
C 1.06911 -1.15062 -0.32732
C -1.36020 -1.29613 0.18142
C -2.42882 -0.24512 0.10022
C -0.46142 0.87165 -0.06190
H 3.34274 0.56490 0.49199
H 0.97347 -2.05460 -0.85843
H -1.26783 -1.94253 1.06581
H -1.41893 -2.04757 -0.61914
H -3.08142 -0.36602 -0.75131
H -2.97851 -0.13363 1.14099
H 1.25281 1.64509 0.02324
N 2.24159 -0.76567 -0.23060
N -0.13004 -0.50907 0.08757
N 0.34050 1.82931 -0.29155
O 2.40607 0.42234 0.46800
O -1.76839 0.99936 -0.06870

=====

(3)
16
Properties=species:S:1:pos:R:3 method="wB97M-V/def2-TZVPD" spin_multiplicity=1 smiles="CN1CC=N[C@@H]1[N+](=O)[O-]" homo_ha=-0.341 charge=0
C -0.52250 -1.61350 -0.76939
C 0.32950 -0.54276 1.31888
C 1.27207 0.66396 1.17810
C 0.13398 0.67720 -0.67416
H -1.40903 -1.50515 -1.49911
H -0.74188 -2.54215 0.02125
H 0.50103 -1.79397 -1.47185
H -0.51976 -0.53881 2.07339
H 0.86865 -1.54795 1.39970
H 2.11816 0.97283 1.94744
H 0.32930 0.53330 -1.64972
N -0.37450 -0.42888 0.00053
N 1.26379 1.07004 -0.07247
N -0.84735 1.95264 -0.59849
O -1.15931 2.39520 -1.68728
O -1.24216 2.24800 0.48318

=====

Stability, highest: (2)

=====

(1)
22
Properties=species:S:1:pos:R:3 method="wB97M-V/def2-TZVPD" spin_multiplicity=1 smiles=CCCN.O.O.O homo_ha=-0.370 charge=0
C 1.83929 0.34156 -1.44902
C 2.64222 -0.29739 -0.28340
C 1.78813 -0.14691 1.00479
N 0.52050 -0.26636 -1.66049
H 2.35980 0.11581 -2.39380
H 1.79292 1.42195 -1.35342
H 3.57335 0.26154 -0.40096
H 2.84467 -1.31961 -0.60555
H 1.53196 0.90631 1.12078
H 2.52864 -0.43923 1.75293
H 0.94995 -0.82171 1.06683
H 0.37437 -1.20068 -1.30593
H 0.35917 -0.39342 -2.64677
H -3.80938 0.66827 1.43228
H -2.35737 0.84911 1.28027
O -2.99020 0.46625 1.91170
H -1.43857 2.32539 -0.39716
H -0.75650 0.98219 -0.93963
O -1.27556 1.39601 -0.21636
H -2.15123 -1.24598 1.10612
H -1.16561 -0.94480 0.03743
O -1.52893 -1.70651 0.50778

=====

(2)
22
Properties=species:S:1:pos:R:3 method="wB97M-V/def2-TZVPD" spin_multiplicity=1 smiles=CC(C)N.O.O.O homo_ha=-0.346 charge=0
C -1.73306 0.89638 0.06363
C -1.12391 -0.47723 -0.14025
C -1.04730 -1.31678 1.15981
N -1.79866 -1.30567 -1.15443
H -1.31136 1.39910 0.93818
H -1.50636 1.51818 -0.80454
H -2.80559 0.76529 0.20465
H -0.08404 -0.42960 -0.45690
H -0.02894 -1.25445 1.53145
H -1.72884 -0.96607 1.93595
H -1.15485 -2.38800 1.01151
H -1.80146 -0.78458 -2.02509
H -2.73884 -1.55654 -0.88511
H 2.62334 1.51691 -0.81029
H 1.36109 2.01317 -0.13505
O 2.02730 1.31734 -0.07620
H 1.36812 -0.67620 -2.79398
H 1.61564 0.27086 -1.62208
O 1.49314 0.25352 -2.58090
H 2.22874 0.26358 2.27204
H 0.78006 0.13360 2.04472
O 1.39809 0.25919 2.75666

=====

(3)
22
Properties=species:S:1:pos:R:3 method="wB97M-V/def2-TZVPD" spin_multiplicity=1 smiles=CN(C)C.O.O.O homo_ha=-0.328 charge=0
C -1.81419 -2.02695 0.73318
N -1.11730 -0.75612 0.46654
C -1.03539 -0.21968 1.83312
C -1.83626 -0.04243 -0.60810
H -1.33393 -2.85481 0.09621
H -1.60420 -2.39495 1.71211
H -2.89783 -1.77884 0.53647
H -0.65721 0.83046 1.82666
H -0.22351 -0.85559 2.39715
H -2.02066 -0.28360 2.44268
H -1.42103 -0.25172 -1.65771
H -2.99459 -0.18418 -0.58255
H -1.71211 1.06092 -0.51996
H 5.49512 -0.17751 -3.58674
H 4.43996 1.10360 -3.71866
O 5.04517 0.48328 -3.08165
H 1.18762 -0.37155 -1.01351
H 1.07635 -0.42757 0.41291
O 1.33355 0.27182 -0.24242
H 0.78799 2.24213 0.39129
H 0.35980 3.66345 1.02966
O 0.94265 2.96984 1.13332

=====

Stability, highest: (1)

=====

(1)
12
Properties=species:S:1:pos:R:3 method="wB97M-V/def2-TZVPD" spin_multiplicity=1 smiles="C=CC.O" homo_ha=-0.297 charge=0
C -1.14194 3.08084 -0.23946
C -0.19699 1.97281 -0.76481
C -0.75509 0.78614 -1.18336
H -1.72940 2.50551 0.48805
H -1.81584 3.42804 -1.04060
H -0.53817 3.90532 0.19565
H 0.86617 1.99714 -0.41318
H -0.34992 -0.04281 -0.52701
H -1.13134 0.58691 -2.20062
H 2.23697 -5.81401 2.64993
H 2.02806 -6.07616 1.13203
O 2.52749 -6.32974 1.90339

=====

(2)
12
Properties=species:S:1:pos:R:3 method="wB97M-V/def2-TZVPD" spin_multiplicity=1 smiles="C=CC.O" homo_ha=-0.340 charge=0
C -1.49112 -0.14218 0.10360
C -0.28242 0.31017 -0.67470
C 0.72414 1.01229 -0.15518
O 1.84810 -1.07474 0.30696
H -1.31767 -0.15417 1.18751
H -1.86671 -1.13101 -0.18481
H -2.28633 0.58096 -0.09727
H 0.99508 -0.97023 -0.14228
H -0.27973 0.11347 -1.74595
H 0.76818 1.26315 0.90443
H 1.57642 1.34272 -0.74087
H 1.61209 -1.15044 1.23858

=====

(3)
12
Properties=species:S:1:pos:R:3 method="wB97M-V/def2-TZVPD" spin_multiplicity=1 smiles="C=CO.C" homo_ha=-0.280 charge=0
C -5.11882 -4.11319 -1.45683
H -4.46058 -4.05572 -2.32015
H -4.99229 -5.09410 -0.99754
H -4.80433 -3.38470 -0.70998
H -6.16861 -3.99078 -1.68545
C 1.84538 0.59760 0.03384
C 2.12515 1.57558 0.95787
O 2.39782 2.85105 0.65190
H 2.64595 -0.01380 -0.37690
H 0.96014 0.02034 0.30812
H 2.23766 1.35821 2.02987
H 2.27602 3.33916 1.47809

=====

(4)
12
Properties=species:S:1:pos:R:3 method="wB97M-V/def2-TZVPD" spin_multiplicity=1 smiles=CCCO homo_ha=-0.377 charge=0
C -0.69305 0.72820 -0.17206
O -1.14949 1.10427 -1.46772
C 0.39959 -0.29883 -0.37015
C 0.97087 -0.85934 0.91897
H -0.46246 1.62873 0.40201
H -1.51373 0.25092 0.38535
H -2.06557 1.37775 -1.49569
H -0.07318 -1.05349 -0.99968
H 1.15080 0.10868 -1.04735
H 0.71212 -1.89961 1.10145
H 2.05802 -0.77231 0.93489
H 0.66608 -0.31497 1.80997

=====

Stability, highest: (4)

=====

(1)
12
Properties=species:S:1:pos:R:3 method="wB97M-V/def2-TZVPD" spin_multiplicity=1 homo_ha=-0.302 charge=0
C -1.53429 -0.11634 0.08742
C -0.21744 0.03471 -0.65118
C 0.85262 0.75988 -0.06654
O 1.87039 -0.74698 0.28481
H -1.36933 -0.19965 1.17038
H -2.06094 -1.02484 -0.22723
H -2.21777 0.72979 -0.07670
H 0.78808 -0.93550 -0.26312
H -0.27753 0.07334 -1.73965
H 0.76579 1.16523 0.94314
H 1.59934 1.25093 -0.68564
H 1.80108 -0.99058 1.22433

=====

(2)
12
Properties=species:S:1:pos:R:3 method="wB97M-V/def2-TZVPD" spin_multiplicity=1 smiles=CCOC homo_ha=-0.354 charge=0
C 0.51996 0.08510 1.65542
C -0.37785 -0.23923 0.43784
C -0.03212 0.14536 -1.82692
H 1.42378 -0.41210 1.24574
H 0.54985 1.11213 1.93576
H 0.13362 -0.44788 2.56172
H -1.20203 0.49687 0.58408
H -0.82429 -1.25773 0.34278
H -0.78077 0.92365 -1.82486
H 0.75119 0.39137 -2.51867
H -0.57407 -0.81443 -2.01054
O 0.41274 0.01688 -0.58236

=====

Stability, highest: (2)